Record 1
{"formula": "C33H21MoN7O6S", "method": "the ωB97M-V functional and the def2-TZVPD basis", "multiplicity": 3, "gap_ev": [7.223, 7.001], "s2": 2.016, "homo_ev": [-7.51, -7.95], "symbols": ["Mo", "N", "C", "C", "N", "C", "C", "N", "C", "C", "N", "H", "H", "H", "H", "H", "H", "S", "C", "C", "C", "C", "C", "C", "N", "C", "C", "C", "C", "C", "C", "C", "H", "H", "H", "H", "H", "H", "H", "H", "O", "C", "C", "O", "C", "C", "O", "C", "O", "O", "O", "C", "C", "C", "C", "C", "C", "C", "N", "C", "C", "N", "H", "H", "H", "H", "H", "H", "H"], "positions_angstrom": [[0.037389, 0.105316, 0.205331], [-0.113330, -1.817510, -2.768238], [0.688952, -2.218843, -3.794773], [1.018203, -3.519327, -3.526076], [0.452593, -3.921426, -2.341203], [-0.200704, -2.867060, -1.912046], [-1.026213, -2.802441, -0.710823], [-1.043750, -1.848645, 0.206227], [-2.049066, -2.176973, 1.092051], [-2.595221, -3.364724, 0.732479], [-1.938914, -3.742221, -0.413708], [-0.448446, -0.879745, -2.534116], [0.949826, -1.562069, -4.606025], [1.619072, -4.190753, -4.115583], [-2.293336, -1.541981, 1.924346], [-3.376045, -3.954934, 1.175348], [-2.074909, -4.581876, -0.951345], [3.732529, -2.750058, -0.118698], [2.841872, -3.241029, 1.288292], [3.116104, -4.303726, 2.142661], [2.271393, -4.505491, 3.213892], [1.181438, -3.655881, 3.430621], [0.912282, -2.602013, 2.583291], [1.748808, -2.394022, 1.486591], [1.640794, -1.399933, 0.509769], [2.613348, -1.471088, -0.361430], [2.628824, -0.506717, -1.437050], [3.625413, -0.444459, -2.409284], [3.520340, 0.494024, -3.415763], [2.418003, 1.346175, -3.436258], [1.437224, 1.267869, -2.457737], [1.512449, 0.336073, -1.418686], [3.967080, -4.949027, 1.971456], [2.460165, -5.321808, 3.897930], [0.542857, -3.819780, 4.288363], [0.090748, -1.932050, 2.775437], [4.468406, -1.126008, -2.378696], [4.282321, 0.565776, -4.180397], [2.326837, 2.081543, -4.226790], [0.592587, 1.942724, -2.523522], [-1.798833, 2.755695, 5.492874], [-1.478540, 2.165364, 4.502712], [-2.355011, 1.925587, 3.258427], [-3.497241, 2.282668, 3.108535], [-1.479838, 1.191432, 2.338916], [-0.237411, 0.961228, 2.884840], [0.651881, 0.315756, 2.171899], [-0.107696, 1.518140, 4.231156], [0.841342, 1.504446, 4.976325], [-1.729761, 0.752625, 1.134359], [-1.176039, 0.465684, -1.402759], [-1.946063, 1.525217, -1.615450], [-3.098748, 1.347776, -2.393956], [-3.952447, 2.393939, -2.662703], [-3.688906, 3.664885, -2.155793], [-2.554762, 3.858007, -1.399312], [-1.659624, 2.816047, -1.128701], [-0.447489, 3.098827, -0.364039], [0.374202, 2.227557, 0.199995], [1.389902, 2.927493, 0.812795], [1.185316, 4.249918, 0.611874], [0.030223, 4.342293, -0.133308], [-3.299413, 0.347872, -2.757157], [-4.841072, 2.221135, -3.256206], [-4.368574, 4.485305, -2.337985], [-2.377438, 4.842197, -0.981564], [2.164474, 2.421710, 1.361991], [1.736546, 5.115537, 0.929792], [-0.386303, 5.191681, -0.469293]], "atomic_forces_ev_per_a": [[0.1, -0.2, 0.0], [0.1, 0.0, 0.3], [0.0, 0.1, 0.0], [0.0, -0.1, 0.1], [0.0, 0.0, -0.1], [-0.1, 0.2, -0.1], [0.2, -0.1, 0.1], [-0.4, 0.2, -0.2], [0.1, 0.0, 0.1], [0.0, 0.0, 0.0], [0.0, -0.1, 0.0], [-0.1, -0.1, -0.2], [0.0, 0.0, 0.0], [0.0, 0.0, 0.0], [0.0, 0.0, 0.0], [0.0, 0.0, 0.0], [0.0, 0.0, 0.0], [0.0, 0.0, 0.0], [0.0, 0.0, 0.0], [0.0, 0.0, 0.0], [0.0, 0.0, 0.0], [0.0, 0.0, 0.0], [0.0, 0.0, 0.0], [0.0, 0.0, 0.0], [0.0, 0.0, 0.0], [0.0, -0.1, 0.0], [0.0, 0.0, 0.0], [0.0, 0.0, 0.0], [0.0, 0.0, 0.0], [0.0, 0.0, 0.0], [0.0, 0.0, 0.0], [0.0, 0.1, 0.1], [0.0, 0.0, 0.0], [0.0, 0.0, 0.0], [0.0, 0.0, 0.0], [0.0, 0.0, 0.0], [0.0, 0.0, 0.0], [0.0, 0.0, 0.0], [0.0, 0.0, 0.0], [0.0, 0.0, 0.0], [0.0, 0.0, 0.0], [0.0, 0.0, 0.0], [0.0, 0.0, 0.0], [0.0, 0.0, 0.0], [0.0, 0.0, 0.0], [0.0, 0.0, 0.0], [0.0, 0.0, 0.0], [0.0, 0.0, 0.0], [0.0, 0.0, 0.0], [0.0, 0.0, 0.0], [0.0, 0.0, 0.0], [0.0, -0.1, 0.0], [0.0, 0.0, 0.0], [0.0, 0.0, 0.0], [0.0, 0.0, 0.0], [0.0, 0.0, 0.0], [0.0, 0.1, 0.0], [0.0, 0.0, 0.0], [0.0, 0.0, 0.1], [0.0, 0.0, 0.0], [0.0, 0.0, 0.0], [0.0, 0.0, 0.0], [0.0, 0.0, 0.0], [0.0, 0.0, 0.0], [0.0, 0.0, 0.0], [0.0, 0.0, 0.0], [0.0, 0.0, 0.0], [0.0, 0.0, 0.0], [0.0, 0.0, 0.0]]}


Record 2
{"formula": "C4H9N2O", "method": "the ωB97M-V functional and the def2-TZVPD basis", "multiplicity": 1, "gap_ev": 10.853, "total_charge": 1, "homo_ev": -14.22, "symbols": ["C", "C", "C", "C", "N", "N", "O", "H", "H", "H", "H", "H", "H", "H", "H", "H"], "positions_angstrom": [[-3.680318, -0.411956, -0.185478], [1.097733, -0.614953, 0.537962], [0.378178, 0.316773, -0.062644], [1.804114, -1.565694, -0.434221], [-2.986642, 0.564535, -0.499749], [-0.552678, 1.231585, 0.592550], [-4.241279, -1.379786, 0.120716], [1.226199, -0.926312, 1.509425], [0.525370, 0.458158, -1.112211], [2.664067, -1.064260, -0.678528], [1.329021, -1.884709, -1.436170], [2.215243, -2.464350, 0.152733], [-3.374692, 1.405800, -0.932131], [-1.629194, 1.030177, 0.273274], [-0.421430, 2.231919, 0.356246], [-0.341969, 1.262683, 1.637817]], "atomic_forces_ev_per_a": [[-0.6, -0.7, 0.0], [-0.7, -0.9, -3.8], [0.3, 0.1, 0.8], [-0.7, -2.3, 0.8], [-0.2, 0.1, 0.3], [-0.5, 1.3, 1.4], [0.9, 1.4, -0.4], [-0.3, 0.1, 2.4], [-0.5, 0.2, -0.5], [2.4, 1.2, -1.0], [0.2, 0.6, 2.0], [-1.0, 1.1, -1.1], [-0.2, -0.6, 0.1], [1.6, -0.3, 0.8], [0.3, -0.6, -0.4], [-0.9, -0.5, -1.5]]}


Record 3
{"formula": "C6H11N4", "method": "the ωB97M-V functional and the def2-TZVPD basis", "multiplicity": 3, "gap_ev": [6.819, 6.227], "s2": 2.070, "total_charge": 1, "homo_ev": [-12.61, -13.93], "symbols": ["C", "C", "C", "C", "C", "C", "N", "N", "N", "N", "H", "H", "H", "H", "H", "H", "H", "H", "H", "H", "H"], "positions_angstrom": [[2.289079, -1.442152, 0.503866], [1.321138, 1.048428, 0.021115], [0.867366, 2.254007, 0.117169], [-1.742636, 0.637439, 0.198504], [-1.377099, -1.666166, -0.736158], [-0.833282, -0.145495, -0.596694], [0.993673, -1.365322, 0.550913], [2.953581, -0.473789, -0.118149], [2.472288, 0.642855, -0.472515], [0.481890, -0.189141, 0.318157], [2.816714, -2.307904, 0.811393], [-0.103005, 2.607840, 0.521836], [1.464327, 3.065598, -0.304445], [-1.897471, 1.590935, -0.145379], [-2.776890, 0.271838, 0.276669], [-1.476007, 0.777758, 1.323242], [-1.706694, -2.002495, 0.248194], [-0.562524, -2.425067, -1.094992], [-2.138278, -1.755756, -1.523083], [-0.681115, 0.160003, -1.612369], [-0.365055, 0.716577, 1.712726]], "atomic_forces_ev_per_a": [[0.3, 0.3, 0.6], [-1.8, -4.4, 0.2], [-1.5, 4.3, 0.2], [-3.1, 0.1, 1.6], [2.3, -0.2, -0.5], [0.1, -4.9, 1.4], [-0.8, 1.6, -0.1], [1.4, 1.1, -2.3], [2.5, -1.6, 1.4], [-0.8, 1.2, -1.8], [0.3, -0.6, 0.2], [0.9, -0.8, -0.2], [0.0, -0.4, 0.1], [-0.1, 2.6, -0.8], [0.4, -0.5, -0.1], [0.1, -0.4, -0.9], [-0.3, -0.1, -0.3], [-1.2, 1.6, 0.7], [-0.1, 0.5, 0.5], [1.0, 0.8, -0.2], [0.5, -0.3, 0.3]]}


Number 1: electronic energy -69971.9575 eV. Number 2: electronic energy -9313.6520 eV. Number 3: electronic energy -12344.4462 eV.